# C36H54CoN5O2

C36H54CoN5O2 as an isolated structure at a distorted geometry (wB97M-V/def2-TZVPD, the OMol25 dataset).

```
98
Properties=species:S:1:pos:R:3:forces:R:3:mulliken_spin:R:1
C -14.7978 -0.3533 -13.2073 0.97 -1.83 -0.07 0.002
C -13.9957 -10.2378 -16.7982 0.65 -1.27 1.43 0.002
H -11.8035 -6.1562 -8.7854 -0.12 0.54 -0.01 -0.001
C -15.7452 -2.9475 -15.4112 0.10 0.01 0.23 -0.002
H -9.8928 -8.6268 -13.1783 -0.07 0.66 0.11 -0.005
H -17.9993 -6.1309 -16.5222 -0.13 0.84 -0.01 0.000
H -16.4527 -6.3839 -9.2707 0.26 0.44 -0.05 0.000
H -14.2352 -9.3473 -17.3634 -0.50 -0.15 -0.49 0.000
H -16.1427 -4.6280 -9.4445 0.08 0.01 0.24 -0.002
H -15.5067 -2.4360 -16.3368 -0.46 0.12 0.09 0.000
H -17.1836 -5.9371 -12.0813 0.03 0.63 0.37 0.003
H -17.9788 -1.6689 -16.5780 0.12 -0.58 -0.68 0.000
H -12.8696 -10.1947 -16.7172 -1.17 -0.70 -0.10 0.000
Co -13.4887 -4.5776 -11.1792 0.84 0.80 0.88 2.654
C -10.6251 -5.4351 -14.3226 -0.91 0.71 -0.60 0.032
O -12.4863 -6.1016 -12.1038 -1.14 -1.14 -0.93 0.348
H -12.3777 -5.6214 -7.2061 -0.24 0.35 -0.43 0.002
H -16.7727 -9.8612 -14.6429 0.87 -0.01 -1.48 -0.001
C -16.8052 -3.8803 -15.3940 1.83 0.30 0.25 0.007
H -9.5485 -5.2814 -14.4316 -0.19 0.28 0.13 0.002
H -18.9369 -2.4687 -15.4866 -0.38 -0.38 -0.13 0.000
H -16.0607 -7.7235 -11.3978 0.30 0.02 0.12 0.009
H -14.7354 -0.7734 -12.1753 0.11 0.30 -0.85 -0.001
N -13.3977 -4.7405 -8.9090 -1.53 -1.26 1.04 0.014
C -14.4543 -11.3359 -14.4781 0.32 0.49 -0.09 0.024
C -16.4578 -5.1206 -11.8734 0.38 -0.42 1.36 -0.011
H -12.4147 -8.5030 -15.9390 -0.55 0.31 1.06 -0.003
C -8.7579 -3.1672 -12.1547 1.26 -1.61 -3.50 -0.001
C -16.9596 -4.0169 -17.8857 0.59 0.60 -0.03 0.001
H -14.8541 -12.2100 -14.9611 -0.28 -0.49 -0.09 0.002
H -14.3617 -11.2255 -17.1980 0.61 1.25 -0.27 0.000
H -14.3830 0.6474 -13.2376 0.20 0.11 -0.10 0.000
C -12.9699 -8.2190 -15.0140 1.89 -0.01 -0.74 0.050
C -10.8428 -6.9703 -14.2941 0.27 -0.06 -1.49 0.055
H -13.9609 -1.1254 -16.5143 0.39 -1.00 -0.78 0.000
C -15.1511 -3.3939 -13.1242 -0.58 -0.15 -0.69 0.008
N -15.3204 -5.7652 -11.0315 -0.55 0.58 0.46 0.088
H -15.8176 -0.3427 -13.5051 -1.13 0.39 -0.02 0.000
N -11.8703 -3.2542 -10.8927 1.20 -0.11 0.43 0.040
C -10.1831 -7.5408 -15.6169 -1.06 0.62 -0.05 0.002
C -12.6292 -1.5173 -13.9805 0.28 0.00 1.87 -0.001
C -13.7830 -3.4757 -8.2319 1.27 0.82 0.00 0.013
H -16.8098 -4.3695 -11.1368 -0.47 -0.48 -0.65 -0.004
H -16.4819 -9.0827 -16.2827 0.46 -0.70 0.52 -0.003
C -14.1266 -8.8932 -14.6904 -1.24 0.41 0.85 0.054
H -19.3643 -5.3059 -17.2942 0.82 0.57 0.65 0.000
H -17.6112 -5.5135 -14.1516 0.31 0.76 -0.43 0.000
C -12.1966 -5.2745 -8.2481 1.16 0.29 0.19 0.009
H -14.4702 -7.5920 -10.5692 0.00 -0.24 -0.32 0.003
H -19.1742 -5.2834 -15.5037 0.53 0.41 -1.04 0.000
C -15.0918 -7.1898 -11.3747 -0.36 1.00 -0.50 0.017
H -17.6316 -4.2069 -18.7202 -0.03 -0.48 0.03 0.000
N -8.1768 -3.5170 -13.1253 -0.89 0.98 2.11 0.002
O -14.4437 -3.1795 -12.0373 -0.34 0.10 -0.09 0.133
H -12.1291 -0.5330 -13.8136 -0.42 -0.53 -0.37 -0.001
C -18.5810 -2.5931 -16.5189 0.32 -0.24 1.25 0.001
C -14.9359 -2.6393 -14.3226 -0.64 0.27 0.71 -0.010
H -14.0239 -6.7808 -8.8159 -0.18 0.46 0.05 0.001
H -13.3877 -11.4884 -14.3431 0.16 -0.11 0.24 -0.002
C -15.6933 -5.6133 -9.5275 0.01 -0.93 -2.10 -0.008
C -14.6669 -10.1305 -15.3874 -0.34 1.54 -1.18 0.036
C -14.1246 -1.3269 -14.2853 0.47 0.43 0.25 0.004
H -11.4159 -4.4724 -8.1896 -0.62 -0.81 -0.28 0.001
C -18.5986 -5.1850 -16.4744 -1.32 -1.23 0.40 0.000
H -10.9781 -4.9859 -13.3576 0.44 -0.21 -1.09 -0.008
H -14.9399 -11.1766 -13.5050 0.16 -0.15 -0.27 -0.004
H -19.4515 -2.5413 -17.1806 0.34 -0.21 -0.15 0.000
C -13.0563 -6.9103 -12.9404 0.63 1.22 0.53 0.259
H -10.2993 -8.6183 -15.7877 -0.17 0.11 0.33 0.001
H -10.5885 -7.2332 -12.2188 0.42 -0.43 0.16 -0.004
H -12.4544 -2.0672 -13.0067 -0.30 0.36 -1.24 0.006
C -14.4073 -7.3924 -12.7226 0.38 -1.62 -0.20 0.037
N -9.4330 -2.8814 -11.0995 -1.78 0.62 2.37 0.005
H -12.1306 -2.0218 -14.7995 0.19 -0.20 -0.11 0.000
H -9.0646 -6.9800 -13.0751 -0.58 -0.68 -0.10 0.001
H -12.9458 -2.7154 -8.3668 -0.92 -1.15 0.40 0.000
H -14.0918 -3.5834 -7.1631 0.64 -0.25 -0.56 0.001
H -13.4475 0.2402 -15.5950 -0.24 -0.21 0.04 0.000
H -11.1360 -4.9111 -15.2261 0.65 -0.96 1.56 0.001
C -16.1715 -4.3888 -13.1421 2.17 -0.03 0.61 0.029
C -14.4843 -5.7882 -8.6615 1.05 0.53 -0.20 -0.005
C -10.7029 -3.0783 -10.9379 0.29 -0.31 -1.50 0.014
H -16.5790 -10.8835 -16.0581 0.09 0.31 -0.23 0.002
C -12.3288 -7.3323 -14.1408 0.18 -0.57 0.07 0.066
H -9.1028 -7.3725 -15.5677 -0.24 0.29 -0.08 0.000
C -14.1778 -0.5854 -15.6325 -0.53 1.61 1.11 0.000
C -14.8521 -8.4038 -13.5701 -1.62 1.03 1.41 -0.001
C -16.1927 -9.9464 -15.6330 -1.00 -0.16 1.18 0.028
H -15.9155 -8.7477 -13.3414 1.79 0.08 -0.37 -0.003
C -16.9000 -4.6698 -14.2721 -1.22 -0.64 0.39 -0.014
H -15.1614 -0.1138 -15.7746 0.11 -0.14 -0.05 0.000
H -14.6135 -3.0175 -8.7135 -0.82 0.19 -0.68 0.000
H -16.1383 -4.7297 -17.7878 -0.31 -0.42 -0.31 0.000
C -10.0374 -7.5277 -13.1160 0.11 0.35 0.45 0.026
C -17.7150 -3.9304 -16.5509 -1.56 0.43 -1.56 0.000
H -14.7885 -5.7311 -7.6223 -0.06 -0.07 0.42 0.000
H -16.4506 -3.0950 -18.1812 -0.15 0.22 0.35 0.000
H -10.6366 -7.0149 -16.4989 0.63 -0.40 0.61 0.000
```
Positions in Å, forces in eV/Å.

Properties
Kohn-Sham gap (spin up / spin down) (eV): 7.309 / 4.407
2S+1: 5
Expectation value of S²: 6.039
E_LUMO (spin up / spin down) (eV): 0.06 / -2.87
Total energy (eV): -87378.8919
Total charge: 0